C5H7N | ωB97M-V/def2-TZVPD

Geometry as XYZ:
```
13
Properties=species:S:1:pos:R:3:forces:R:3
C -2.7704 -0.2629 -0.1721 1.8 0.3 0.1
C -1.5746 -0.2731 0.1326 -3.0 0.1 -1.0
C -0.1866 -0.0762 0.5097 0.3 1.4 1.1
C 0.5125 1.2055 -0.0292 0.3 -1.9 1.4
N 0.8406 -0.1851 -0.4867 -0.2 1.6 -0.4
C 2.1739 -0.5464 -0.0821 1.9 -2.7 1.0
H -3.8071 -0.1292 -0.5540 1.5 -0.4 0.7
H 0.0247 -0.2902 1.5778 0.1 -0.1 -0.8
H 1.2853 1.5870 0.6467 -0.4 0.0 -0.1
H -0.0253 1.9843 -0.5369 -0.2 -0.4 -0.9
H 2.6123 -0.0875 0.8980 -1.0 -0.2 -1.6
H 2.2274 -1.7310 0.1799 -0.2 2.7 -1.0
H 2.8698 -0.3197 -0.9585 -0.8 -0.4 1.4
```
Positions in Å, forces in eV/Å.

## Properties
HOMO-LUMO gap ... 10.275 eV
E_HOMO ... -9.17 eV
ΔE to the lowest compared entry with this formula, charge and spin ... 93.01 kcal per mole
Multiplicity ... 1
Structure (SMILES) ... C#C[C@@H]1CN1C



C56H66Cl2F15GeHfN2O6P2SSeSiTe | ωB97M-V/def2-TZVPD

Geometry as XYZ:
```
155
Properties=species:S:1:pos:R:3:forces:R:3
Hf -0.0302 -0.3612 -0.0750 -1.4 0.8 0.9
Cl -1.8385 1.2457 -0.9264 -0.2 0.2 0.0
C -0.6840 7.1676 1.4970 -0.1 0.0 0.0
C -2.1391 6.7458 1.2517 0.1 -0.1 0.0
C -2.3459 5.2290 1.1613 0.1 0.2 -0.1
C -1.9654 4.5918 -0.1715 0.0 0.0 0.2
N -0.5317 4.6437 -0.4719 -0.2 0.1 -0.2
C 0.4220 3.9058 0.1458 0.0 0.1 -0.2
Se 0.1611 2.6274 1.4379 0.0 0.2 0.5
N 1.6182 4.2764 -0.3844 0.2 -0.1 -0.2
C 2.9192 3.7940 0.0670 0.0 0.3 0.0
C 3.8305 4.9130 0.5847 -0.1 0.1 0.0
C 3.1831 5.8788 1.5773 0.0 -0.1 0.1
C 2.8004 5.2301 2.9077 0.0 0.1 0.0
C 1.4149 5.1903 -1.4115 0.2 -0.2 0.3
C 2.2901 5.7936 -2.3016 0.1 0.1 -0.1
C 1.7508 6.6846 -3.2215 0.0 -0.1 0.1
C 0.3812 6.9610 -3.2423 0.0 0.0 0.0
C -0.4913 6.3424 -2.3570 -0.1 0.1 0.0
C 0.0494 5.4411 -1.4539 -0.3 -0.1 0.3
H -0.6275 8.2188 1.7944 0.0 -0.1 0.0
H -0.0657 7.0501 0.6034 0.0 0.0 0.1
H -0.2387 6.5628 2.2956 0.0 0.1 -0.1
H -2.5168 7.2248 0.3388 0.0 0.0 0.1
H -2.7516 7.1215 2.0757 0.0 0.0 0.0
H -3.4036 4.9958 1.3208 0.0 0.0 0.0
H -1.7781 4.7375 1.9538 -0.1 -0.1 0.0
H -2.4790 5.1027 -0.9861 0.0 0.0 -0.1
H -2.2649 3.5460 -0.1904 0.1 0.0 0.0
H 3.4115 3.2791 -0.7551 0.0 -0.1 -0.1
H 2.7188 3.0601 0.8396 -0.1 -0.1 0.1
H 4.2182 5.4902 -0.2587 0.1 0.0 0.0
H 4.6854 4.4220 1.0610 0.0 0.0 -0.1
H 2.2969 6.3324 1.1191 0.1 0.0 0.0
H 3.8887 6.6924 1.7650 0.0 0.0 0.0
H 2.0502 4.4477 2.7732 0.0 0.0 0.0
H 2.3832 5.9746 3.5942 0.1 -0.1 -0.1
H 3.6783 4.7816 3.3874 -0.1 0.0 0.0
H 3.3510 5.5742 -2.2948 -0.1 0.0 0.0
H 2.4046 7.1713 -3.9342 0.0 0.0 0.0
H -0.0099 7.6634 -3.9684 0.0 0.0 0.0
H -1.5535 6.5528 -2.3893 0.1 0.0 0.0
C 2.0340 -2.7034 2.2824 -0.2 -0.2 -0.1
Si 2.1282 -0.8527 1.7749 0.6 -0.5 0.4
C 2.2641 -0.0749 3.5759 -0.2 0.4 0.0
C 0.8321 0.1905 4.0498 0.1 -0.1 0.2
C 3.0123 1.2665 3.6015 0.0 0.0 0.1
C 2.8969 -0.9880 4.6317 0.1 0.0 0.1
C 3.9174 -0.8292 0.9878 0.0 0.3 -0.1
C 3.8832 -1.6294 -0.3151 0.1 -0.1 -0.1
C 4.9861 -1.4389 1.8925 0.1 0.0 0.1
C 4.3332 0.5974 0.6090 0.0 0.0 0.0
H 2.6695 -2.9329 3.1411 0.0 0.0 -0.2
H 2.3470 -3.3464 1.4549 -0.1 0.0 0.1
H 1.0059 -2.9962 2.5299 0.1 0.0 0.0
H 0.3379 0.9266 3.4208 0.0 0.0 0.0
H 0.8341 0.5739 5.0858 0.0 -0.1 -0.1
H 0.2377 -0.7320 4.0270 0.1 0.1 0.0
H 2.6475 1.9442 2.8221 0.1 0.0 0.1
H 4.0922 1.1320 3.4748 -0.1 0.0 0.0
H 2.8539 1.7657 4.5724 0.0 -0.1 -0.1
H 2.2942 -1.8834 4.8060 0.1 0.1 0.0
H 2.9514 -0.4415 5.5869 0.0 0.0 -0.1
H 3.9099 -1.3060 4.3711 -0.1 0.0 0.1
H 3.6091 -2.6750 -0.1481 0.1 0.1 0.0
H 4.8782 -1.6247 -0.7899 -0.1 0.0 0.1
H 3.1742 -1.2005 -1.0292 0.1 0.0 0.0
H 4.7325 -2.4626 2.1887 0.0 0.1 0.0
H 5.1334 -0.8449 2.8001 0.0 -0.1 -0.1
H 5.9502 -1.4737 1.3596 -0.1 0.0 0.1
H 3.5766 1.0480 -0.0405 0.0 0.0 0.0
H 5.2942 0.5888 0.0672 -0.1 0.0 0.0
H 4.4525 1.2410 1.4849 0.0 -0.1 -0.2
F -5.1124 -3.0184 -4.7862 0.0 0.1 0.0
C -3.8923 -3.5687 -4.8646 0.1 0.2 0.1
C -2.8820 -3.1873 -3.9961 0.5 0.1 0.1
C -1.6697 -3.8378 -4.1502 -0.2 0.1 0.1
F -0.6600 -3.5885 -3.3182 0.0 0.0 0.1
C -1.4458 -4.7871 -5.1285 0.0 0.0 0.0
F -0.2633 -5.3896 -5.2437 0.2 -0.1 0.0
C -2.4715 -5.1179 -5.9863 0.0 0.0 0.0
F -2.2815 -6.0297 -6.9361 0.0 -0.2 -0.2
C -3.7023 -4.5110 -5.8517 -0.1 0.0 0.0
F -4.6953 -4.8476 -6.6788 -0.1 0.0 -0.1
Ge -3.2168 -1.9094 -2.4987 -1.3 -0.5 0.0
S -2.2885 -1.9275 -0.5574 0.3 0.0 -0.3
C -4.1849 -0.3452 -3.2674 0.3 0.1 0.3
C -4.1862 0.0163 -4.6016 0.0 -0.1 0.2
F -3.6360 -0.7746 -5.5299 0.1 -0.1 -0.1
C -4.7175 1.2089 -5.0451 0.0 0.0 -0.1
F -4.6992 1.5308 -6.3410 0.0 0.0 -0.2
C -5.2600 2.0897 -4.1366 0.0 0.1 0.0
F -5.7513 3.2565 -4.5513 -0.1 0.2 -0.1
C -5.2945 1.7607 -2.7999 0.0 0.1 0.1
F -5.8381 2.6097 -1.9203 0.0 0.1 0.1
C -4.7654 0.5564 -2.3930 0.0 -0.2 0.0
F -4.8621 0.2661 -1.0893 0.0 -0.1 0.0
C -4.8636 -3.0569 -1.8865 0.3 -0.1 0.2
C -6.1940 -2.7042 -1.7569 0.1 0.1 -0.2
F -6.6583 -1.5182 -2.2002 0.1 0.0 0.0
C -7.1511 -3.5319 -1.2008 -0.1 0.0 0.0
F -8.4247 -3.1318 -1.0906 -0.1 0.0 0.0
C -6.7957 -4.7847 -0.7576 0.0 0.0 0.0
F -7.7068 -5.5887 -0.2083 -0.2 -0.1 0.1
C -5.4909 -5.2039 -0.8973 0.0 0.0 0.0
F -5.1476 -6.4328 -0.4988 0.1 -0.1 0.1
C -4.5650 -4.3445 -1.4504 0.0 0.2 -0.1
F -3.3196 -4.8383 -1.5686 0.1 0.1 0.0
C -2.3484 0.4560 4.1696 0.1 0.0 0.2
P -2.5844 -0.0990 2.4809 0.1 0.1 -0.1
C -3.4771 -1.6421 2.6102 0.0 -0.1 0.0
C -3.6710 1.1196 1.7717 -0.1 0.1 0.0
O -1.2585 -0.2396 1.7610 0.3 -0.3 -0.1
H -3.3258 0.6698 4.6113 0.1 0.0 0.0
H -1.7377 1.3613 4.1637 -0.1 0.0 0.0
H -1.8374 -0.3091 4.7560 -0.1 0.1 0.0
H -4.2772 -1.5575 3.3520 0.1 0.0 -0.1
H -2.7681 -2.4210 2.9023 -0.1 0.0 0.0
H -3.8802 -1.8982 1.6313 0.0 0.0 0.0
H -4.5274 1.2634 2.4397 0.1 0.0 -0.1
H -4.0028 0.7896 0.7915 0.0 0.1 0.0
H -3.1082 2.0497 1.6651 0.0 0.0 0.0
Cl 3.8318 -6.9846 -3.8275 0.0 0.0 0.0
C 2.9722 -5.6966 -3.0282 0.0 0.1 0.0
C 2.9961 -4.4233 -3.5781 0.0 0.0 0.0
C 2.3158 -3.4022 -2.9363 0.1 0.0 -0.1
C 1.6339 -3.6611 -1.7557 -0.1 0.0 -0.1
C 1.6060 -4.9398 -1.2230 0.0 -0.1 0.1
C 2.2764 -5.9708 -1.8619 0.0 -0.1 0.0
C 0.9116 -2.5711 -1.0718 -0.1 -0.2 0.0
O 0.8670 -1.4024 -1.6133 0.7 -0.9 -0.4
O 0.3589 -2.7164 0.0325 0.2 0.2 0.2
H 3.5350 -4.2419 -4.4991 0.0 0.0 0.0
H 2.2970 -2.3998 -3.3503 0.0 -0.1 0.0
H 1.0511 -5.1177 -0.3090 0.0 0.0 -0.1
H 2.2595 -6.9789 -1.4676 0.0 0.1 0.0
C 4.2516 1.1885 -3.1727 0.0 -0.1 0.0
C 3.0040 1.9209 -3.6101 0.0 -0.2 0.0
O 1.8954 1.0113 -3.6581 0.2 0.2 0.2
P 0.6138 1.1896 -2.6913 0.5 0.3 -0.9
O 1.0870 1.1123 -1.2188 -0.5 -0.6 -0.7
Te -0.8437 -0.2576 -3.9518 0.2 0.2 -0.2
O 0.2741 2.7521 -2.8477 -0.2 0.1 0.0
C -0.3149 3.2950 -4.0514 0.0 -0.1 0.1
C -1.8090 3.4679 -3.8902 -0.1 0.1 0.1
H 5.1169 1.8588 -3.2047 -0.1 -0.1 0.0
H 4.4393 0.3429 -3.8408 0.0 0.1 0.1
H 4.1354 0.8021 -2.1597 0.0 0.0 -0.1
H 3.1257 2.3250 -4.6156 0.0 0.0 -0.1
H 2.7788 2.7538 -2.9476 0.0 0.1 0.1
H -0.0981 2.6477 -4.9021 0.1 -0.1 0.0
H 0.1714 4.2586 -4.2095 0.1 0.0 0.0
H -2.2725 2.5126 -3.6420 0.0 0.0 0.0
H -2.2354 3.8368 -4.8299 0.0 0.0 0.1
H -2.0336 4.1822 -3.0880 0.0 -0.2 -0.2
```
Positions in Å, forces in eV/Å.

## Properties
HOMO-LUMO gap ... 6.746 eV
E_HOMO ... -4.74 eV
Charge ... -1
Multiplicity ... 1



C21H16N5SSeTa | ωB97M-V/def2-TZVPD

Geometry as XYZ:
```
45
Properties=species:S:1:pos:R:3:forces:R:3
Ta -0.0027 0.2696 0.8444 -1.7 0.6 0.0
N 0.5722 -2.8001 -2.5182 -0.5 0.5 0.0
C 0.0828 -1.8157 -1.7914 -0.5 -0.2 -0.7
N 0.6611 -1.3476 -0.7002 -0.2 0.9 1.4
C 1.8767 -1.9045 -0.2888 0.4 0.4 0.2
N 2.5787 -1.3134 0.6329 1.1 -1.6 -0.4
N 2.0710 -0.1868 1.1301 -0.8 1.2 0.3
C 2.8240 0.5945 1.8447 0.0 -0.3 -0.1
C 2.2613 1.8305 2.3235 0.2 1.1 0.6
C 3.0404 2.8118 2.9465 -0.2 -0.7 -0.4
C 2.4527 4.0115 3.3231 -0.5 0.1 -0.1
C 1.0952 4.1896 3.0861 0.5 -0.1 0.1
C 0.3744 3.1732 2.4738 -0.3 0.0 -0.1
N 0.9354 2.0245 2.0930 -0.2 -1.1 -0.8
C 2.3750 -3.0767 -0.9610 -0.2 -0.3 -0.6
C 3.5205 -3.7688 -0.5480 -0.1 0.0 -0.1
C 3.9965 -4.8242 -1.2984 0.0 0.0 0.0
C 3.3417 -5.2197 -2.4669 -0.2 0.2 0.1
C 2.1928 -4.5681 -2.8858 0.0 0.1 0.1
C 1.7080 -3.5000 -2.1397 1.1 -0.3 0.7
H 0.1202 -3.0713 -3.3911 -0.1 0.2 0.3
H -0.8495 -1.3581 -2.1065 0.1 -0.1 -0.1
H 3.8551 0.3262 2.0636 -0.1 -0.1 -0.1
H 4.0925 2.6389 3.1137 0.1 -0.1 0.0
H 3.0413 4.7913 3.7855 0.0 0.0 0.0
H 0.5990 5.1052 3.3625 -0.1 0.1 0.0
H -0.6877 3.2853 2.2842 0.1 0.0 0.0
H 4.0161 -3.4646 0.3591 0.1 0.1 0.1
H 4.8818 -5.3570 -0.9827 0.0 0.0 0.0
H 3.7270 -6.0459 -3.0437 0.0 -0.1 -0.1
H 1.6786 -4.8935 -3.7765 -0.1 0.0 -0.2
Se -2.2238 1.0342 0.2219 0.7 0.0 -0.5
C -3.8398 1.7506 -0.6538 0.0 -0.1 0.2
C -4.2682 3.0341 -0.3188 0.4 -0.1 0.3
C -5.4972 3.4615 -0.7860 -0.1 -0.1 -0.1
C -6.2825 2.6246 -1.5719 0.2 -0.1 0.1
C -5.8332 1.3500 -1.9026 0.0 0.2 0.0
C -4.6069 0.9004 -1.4499 0.4 -0.3 0.2
H -3.6653 3.6860 0.2958 0.0 0.0 0.1
H -5.8531 4.4459 -0.5229 0.0 0.1 0.0
H -7.2443 2.9645 -1.9251 -0.1 0.0 0.0
H -6.4518 0.6985 -2.5010 0.0 -0.1 -0.1
H -4.2687 -0.0946 -1.6989 0.0 -0.1 0.0
S -1.4699 -1.6760 3.5495 0.4 1.1 -0.9
C -0.9275 -0.7161 2.4957 0.2 -1.1 0.4
```
Positions in Å, forces in eV/Å.

## Properties
Expectation value of S² ... 0.843
HOMO-LUMO gap (spin up / spin down) ... 5.410 / 5.774 eV
E_HOMO (spin up / spin down) ... -16.97 / -17.02 eV
Charge ... +3
ΔE to the lowest compared entry with this formula, charge and spin ... 20.64 kcal per mole
Multiplicity ... 2



C20H39CuF6NO9S2 | ωB97M-V/def2-TZVPD

Geometry as XYZ:
```
78
Properties=species:S:1:pos:R:3:forces:R:3
Cu -0.5481 0.6208 0.1250 1.5 0.9 -0.2
C 2.2353 0.3718 -1.6209 -2.2 -0.9 1.7
O 1.4930 1.3619 -2.3139 1.1 -0.2 -0.2
O 1.2867 -0.2807 -0.8123 0.7 0.3 -0.8
C 3.0986 -0.5265 -2.6437 -1.0 0.1 -0.4
F 2.5981 -0.5638 -3.8843 -2.3 -1.2 -0.6
F 4.2254 0.0796 -2.9654 2.4 0.8 1.6
F 3.3926 -1.8006 -2.2513 -0.4 1.0 0.0
C 2.2106 2.4251 -2.9196 -0.6 0.3 -0.4
C 1.1437 3.3323 -3.5784 0.6 -0.8 0.1
H 0.6686 2.7123 -4.3386 0.2 0.2 -0.5
H 0.2832 3.6105 -2.9699 0.5 0.2 0.6
H 1.6527 4.1965 -4.0053 -0.3 0.1 -0.2
H 2.8891 2.0636 -3.6922 -0.1 -0.2 -0.4
H 2.9039 2.9199 -2.2394 -0.4 0.3 0.6
H 3.0124 0.7826 -0.9763 0.4 0.7 0.0
C 0.8042 3.2863 1.3864 -0.9 -1.4 -1.9
O 1.6928 2.2542 1.5959 0.6 -2.8 0.8
O -0.2304 2.7933 0.5466 0.6 -0.4 1.9
C 0.4881 3.8856 2.8215 -1.3 -2.5 -2.3
F 1.4495 4.6286 3.2046 3.3 1.2 1.5
F -0.5232 4.7140 2.7682 -2.3 0.0 0.4
F 0.3136 2.8707 3.7753 -0.3 1.4 -0.8
C 3.0876 2.4562 1.7590 -0.3 0.5 -1.1
C 3.8024 1.1449 1.9665 -0.9 -1.2 1.6
H 3.4442 0.7878 2.9321 0.2 -0.1 0.4
H 3.4703 0.3265 1.3277 0.0 0.4 -0.7
H 4.8882 1.1150 2.0570 -0.1 0.6 -0.4
H 3.1866 3.1335 2.6073 0.8 0.1 -0.2
H 3.4345 2.8398 0.7996 0.3 0.9 0.1
H 1.3824 4.0058 0.8067 -0.3 1.1 0.2
C -3.8896 0.8001 3.1598 0.7 0.6 0.5
C -2.5621 0.9911 2.3899 -0.7 0.2 0.0
C -1.3904 0.3235 3.1837 -1.2 0.7 -0.7
O -0.2846 0.0464 2.3563 0.9 -0.1 1.5
C 0.8726 -0.3534 3.1509 0.4 0.3 -1.3
N -2.7403 0.5008 1.0006 0.8 -0.6 1.0
H -4.0605 -0.2398 3.4383 0.0 -0.1 -0.1
H -4.7642 1.1874 2.6372 0.1 -0.1 -0.3
H -3.8425 1.3931 4.0731 0.0 -0.1 0.3
H -2.3553 2.0547 2.2712 0.2 0.0 0.3
H -1.7004 -0.5870 3.6966 -0.3 -0.4 -0.1
H -1.2217 1.0659 3.9638 0.7 -0.1 0.1
H 1.6929 -0.4910 2.4465 -0.3 0.0 -0.2
H 0.7595 -1.3005 3.6784 -0.6 -0.1 0.1
H 1.2424 0.4077 3.8379 -0.6 0.3 0.1
H -3.5952 0.9043 0.6449 0.2 0.9 -0.4
H -3.0969 -0.4224 1.2025 0.5 -1.0 -0.7
C -2.4766 -1.8928 -3.3223 -0.3 1.1 1.8
C -1.0907 -1.7173 -3.9393 1.0 0.0 1.2
C -0.7937 -0.2458 -4.1463 0.4 1.0 -1.2
S -1.9980 0.7873 -3.1588 0.8 -0.7 -4.0
O -2.3243 2.0006 -3.9626 0.4 -2.0 2.3
O -1.5420 0.8125 -1.7888 -0.8 0.5 -0.2
C -3.2891 -0.5048 -3.4103 1.0 -0.7 0.0
H -2.3091 -2.0498 -2.2567 0.0 0.4 0.2
H -2.9112 -2.8727 -3.5195 -0.8 0.6 -0.9
H -0.8595 -2.4319 -4.7292 -0.3 0.7 -0.7
H -0.3208 -1.9686 -3.2098 -0.2 -0.5 0.5
H -0.8466 0.0252 -5.2008 -0.9 0.4 0.0
H 0.2363 0.0520 -3.9501 -0.1 -0.1 0.8
H -3.6425 -0.3020 -4.4213 -0.2 0.1 0.1
H -4.0403 -0.2890 -2.6506 -0.2 -0.5 -0.1
C 0.9795 -4.1602 1.3183 -0.4 1.0 -1.4
C -0.1682 -4.5910 2.2080 -0.5 0.3 0.1
C -1.2507 -3.4878 2.0699 0.0 -0.2 -0.2
S -1.2333 -3.0455 0.2875 2.0 1.7 -0.8
O -1.0164 -1.5725 0.1660 -1.2 -2.6 0.0
O -2.2957 -3.7465 -0.4465 1.0 1.1 1.1
C 0.4071 -3.8569 -0.0953 -1.5 -1.2 1.0
H 1.8039 -4.8718 1.2725 0.0 0.2 0.1
H 1.2957 -3.1736 1.6568 0.6 -0.1 0.4
H 0.2195 -4.6493 3.2251 -0.4 -0.1 0.1
H -0.5960 -5.5508 1.9184 0.2 -0.1 0.0
H -0.9910 -2.6223 2.6794 0.2 0.2 -0.4
H -2.2831 -3.7400 2.3119 0.1 -0.4 -0.1
H 1.0679 -3.3859 -0.8231 -0.4 0.5 0.3
H -0.0312 -4.7770 -0.4819 0.5 -0.3 -0.4
```
Positions in Å, forces in eV/Å.

## Properties
Expectation value of S² ... 0.753
HOMO-LUMO gap (spin up / spin down) ... 8.485 / 7.051 eV
E_HOMO (spin up / spin down) ... -8.38 / -8.18 eV
ΔE to the lowest compared entry with this formula, charge and spin ... 90.80 kcal per mole
Multiplicity ... 2



How do the records compare in electronic energy? In the order shown, they have -249.32502, -11318.09325, -3939.25366, -4553.24144 a.u..